The following is a DFT calculation (ωB97M-V/def2-TZVPD) of a cluster of 2 separate species, C7H9IO2 in total at a distorted geometry.

Each atom is followed by the atoms it is bonded to, with distances in Å.
Cartesian coordinates (Å):
1 C 1.6329 2.8582 0.7483  C5 1.378, O8 1.214
2 C 1.2924 -0.5967 1.5548  C3 1.368, C4 1.549, I10 2.032
3 C 1.2820 0.6835 1.0736  C2 1.368, O9 1.391
4 C 0.2687 -0.9980 0.4638  C2 1.549, C6 1.589, C7 1.479, O9 1.529
5 C 0.4142 3.4927 0.8523  C1 1.378, H11 1.065, H12 1.128, H13 1.094
6 C 0.8187 -1.8438 -0.7636  C4 1.589, H14 1.143, H15 1.061, H16 1.120
7 C -1.0940 -1.3534 0.9146  C4 1.479, H17 1.055, H18 1.088, H19 1.129
8 O 2.7974 3.1648 0.5970  C1 1.214
9 O 0.3087 0.4867 0.0996  C3 1.391, C4 1.529
10 I 2.3421 -1.7527 2.8546  C2 2.032
11 H 0.5862 4.5442 0.8584  C5 1.065
12 H -0.0206 3.2474 1.8636  C5 1.128
13 H -0.5254 3.1793 0.3887  C5 1.094
14 H 1.8942 -1.4607 -0.8068  C6 1.143
15 H 0.2536 -1.7728 -1.6590  C6 1.061
16 H 0.8133 -2.9044 -0.4048  C6 1.120
17 H -1.6484 -1.1665 0.0366  C7 1.055
18 H -1.5419 -0.7111 1.6707  C7 1.088
19 H -1.1510 -2.3186 1.4978  C7 1.129

## Properties
* max |F|: 8.05 eV/A
* ΔE to the lowest compared entry with this formula, charge and spin: 74.7 kcal/mol